(1)
Molecular formula: C35H34IrN7O4S2
Method: DFT, ωB97M-V/def2-TZVPD

Net charge: 0
E_tot (hartree): -2939.2021

XYZ file:
```
83
Properties=species:S:1:pos:R:3:lowdin_charge:R:1
Ir 1.429 -0.936 -1.628 1.200
C 1.253 3.390 -1.938 0.006
C 1.127 1.930 -2.251 -0.250
N 1.417 1.042 -1.367 -0.151
N 1.938 1.503 -0.143 -0.054
C 2.900 0.762 0.282 -1.077
S 3.437 -0.689 -0.513 0.639
S 3.818 1.189 1.708 0.926
C 3.091 2.781 2.192 -0.403
C 2.097 2.682 3.321 -0.283
C 2.196 3.541 4.411 -0.052
C 1.273 3.478 5.447 -0.089
C 0.242 2.552 5.404 -0.092
C 0.142 1.687 4.321 -0.079
C 1.065 1.749 3.290 -0.064
C 0.807 1.510 -3.619 -0.122
C 0.004 2.308 -4.444 -0.043
C -0.168 2.030 -5.782 -0.098
C 0.522 0.951 -6.339 -0.083
C 1.319 0.149 -5.555 -0.023
C 1.450 0.373 -4.171 -0.368
O 2.158 -0.487 -3.468 -0.256
H 1.139 3.577 -0.875 0.065
H 0.523 3.969 -2.496 0.071
H 2.246 3.732 -2.243 0.106
H 2.637 3.197 1.293 0.071
H 3.926 3.420 2.477 0.074
H 3.003 4.264 4.451 0.109
H 1.366 4.150 6.291 0.100
H -0.478 2.501 6.211 0.099
H -0.661 0.962 4.263 0.105
H 0.975 1.064 2.458 0.078
H -0.509 3.161 -4.020 0.104
H -0.810 2.650 -6.393 0.097
H 0.424 0.735 -7.395 0.103
H 1.851 -0.697 -5.973 0.117
C -3.281 3.129 1.686 -0.078
C -4.107 2.344 0.886 -0.082
C -3.559 1.457 -0.021 -0.026
C -2.172 1.360 -0.129 -0.247
C -1.346 2.142 0.664 -0.027
C -1.903 3.026 1.577 -0.068
N -1.512 0.489 -1.048 0.106
N -2.277 -0.302 -1.609 0.079
C -1.709 -1.187 -2.567 -0.267
C -2.681 -1.806 -3.344 -0.002
C -2.317 -2.689 -4.339 -0.042
C -0.969 -2.936 -4.523 -0.031
C -0.059 -2.300 -3.703 -0.122
N -0.400 -1.436 -2.728 0.024
H -3.718 3.820 2.397 0.103
H -5.182 2.428 0.973 0.102
H -4.188 0.844 -0.650 0.100
H -0.275 2.024 0.580 0.078
H -1.258 3.621 2.210 0.105
H -3.712 -1.559 -3.138 0.114
H -3.066 -3.172 -4.952 0.114
H -0.608 -3.612 -5.285 0.114
H 1.000 -2.465 -3.829 0.106
C 2.047 -2.435 3.288 -0.059
C 0.548 -2.653 3.454 -0.159
C -0.186 -2.976 2.133 -0.301
C -1.689 -3.172 2.395 -0.167
C -2.489 -3.435 1.124 -0.064
C 0.375 -4.289 1.607 -0.401
O 0.271 -5.332 2.204 0.122
N 1.024 -4.252 0.381 0.239
C 1.156 -3.113 -0.352 -0.550
O 1.691 -3.109 -1.491 -0.077
N 0.718 -1.924 0.068 0.019
C -0.010 -1.764 1.213 -0.432
O -0.497 -0.698 1.523 0.087
H 2.497 -2.155 4.240 0.082
H 2.266 -1.632 2.579 0.058
H 2.550 -3.340 2.940 0.083
H 0.081 -1.754 3.860 0.114
H 0.352 -3.476 4.144 0.125
H -2.049 -2.266 2.884 0.122
H -1.797 -4.003 3.093 0.123
H -2.405 -2.599 0.424 0.065
H -3.546 -3.564 1.353 0.078
H -2.151 -4.344 0.618 0.080
H 1.391 -5.116 0.007 0.175
```

(2)
Molecular formula: C23H40HoIN6O4
Method: DFT, ωB97M-V/def2-TZVPD

Net charge: +2
<S²>: 6.004
Spin multiplicity: 5
E_tot (hartree): -2775.3185

XYZ file:
```
75
Properties=species:S:1:pos:R:3:mulliken_spin:R:1
Ho -1.473 -0.334 -0.113 4.047
N -1.405 1.315 1.852 -0.002
C -2.162 2.580 1.673 0.000
C -2.227 2.996 0.179 0.000
N -2.390 1.934 -0.838 -0.007
C -3.806 1.715 -1.188 0.001
C -4.478 0.750 -0.235 0.000
N -3.805 -0.556 -0.298 -0.005
H -0.418 1.575 1.938 0.000
H -1.640 0.875 2.740 0.000
H -3.171 2.459 2.104 -0.001
H -1.674 3.407 2.224 0.000
H -3.048 3.693 0.021 0.000
H -1.262 3.569 -0.001 0.000
H -1.923 2.330 -1.644 0.000
H -4.349 2.657 -1.099 0.000
H -3.856 1.340 -2.242 0.000
H -4.385 1.107 0.798 0.000
H -5.530 0.672 -0.485 0.000
H -4.209 -1.218 0.410 0.001
H -4.005 -1.019 -1.203 0.000
C 4.262 -2.510 -0.312 0.000
C 5.344 -1.862 0.228 0.000
C 5.320 -1.352 1.549 0.000
C 4.168 -1.524 2.291 0.000
C 3.092 -2.251 1.764 0.000
C 3.182 -2.758 0.467 0.000
H 4.275 -2.848 -1.340 0.000
H 6.287 -1.687 -0.363 0.000
H 6.136 -0.698 1.864 0.000
H 4.085 -1.100 3.316 0.000
H 2.179 -2.435 2.354 0.000
H 2.277 -3.235 0.033 0.000
O 2.657 5.075 3.049 0.000
C 3.124 5.175 1.713 0.000
N 2.972 3.860 1.184 0.000
C 3.057 3.614 -0.150 0.000
O 3.716 4.302 -0.908 0.000
C 2.264 2.488 -0.740 0.000
C 2.158 2.445 -2.162 0.000
C 1.359 1.442 -2.704 0.000
C 0.712 0.522 -1.899 -0.002
N 0.819 0.559 -0.547 -0.004
C 1.703 1.427 -0.021 0.001
H 2.764 5.948 3.503 0.000
H 4.165 5.496 1.539 0.000
H 2.510 5.873 1.105 0.000
H 2.658 3.169 1.834 0.000
H 2.835 3.066 -2.808 0.000
H 1.368 1.285 -3.811 0.000
H 0.155 -0.319 -2.302 -0.001
H 1.862 1.287 1.033 0.000
N -0.831 -3.666 2.681 0.001
C -1.593 -2.561 2.633 -0.002
O -1.647 -1.815 1.614 -0.012
C -2.323 -2.199 3.904 0.000
I -0.786 -1.544 5.411 0.000
H -0.431 -4.005 1.792 0.000
H -0.608 -4.155 3.516 0.000
H -2.807 -3.063 4.368 0.000
H -3.035 -1.373 3.711 0.000
C -2.639 -2.710 -3.601 0.000
C -1.371 -2.499 -2.772 0.000
C -1.107 -3.850 -2.097 0.000
C -0.144 -2.176 -3.677 -0.001
O -1.568 -1.501 -1.765 -0.012
H -2.332 -3.331 -4.459 0.000
H -3.105 -1.715 -3.925 0.000
H -3.408 -3.259 -3.069 0.000
H -1.095 -4.589 -2.928 0.000
H -1.880 -4.204 -1.418 0.000
H -0.133 -3.860 -1.581 0.000
H 0.035 -2.955 -4.454 0.000
H 0.782 -2.089 -3.011 0.000
H -0.222 -1.178 -4.226 0.000
```

ΔE to the lowest compared entry with this formula, charge and spin (eV)
0.0000; 0.0000
Max |F| (eV/A)
0.5; 2.7